# 1
C9H15CuO12P2S2 | ωB97M-V/def2-TZVPD

XYZ file:
```
41
Properties=species:S:1:pos:R:3:forces:R:3:lowdin_spin:R:1
O 3.5816 0.6265 3.1835 0.026 -0.038 0.002 0.00
H -0.0503 -4.4636 1.4996 -0.003 -0.014 -0.008 0.00
O 1.5967 -1.3523 3.0221 -0.067 -0.038 -0.070 0.00
C 2.3617 -2.3523 -3.0785 -0.047 0.022 -0.081 0.00
O -1.1985 -1.9916 0.4031 0.382 0.295 -0.195 0.03
O -0.2040 1.5959 -0.8563 0.150 -0.071 -0.069 0.12
H -0.4666 -4.5993 -0.2438 -0.005 0.015 -0.004 0.00
C 0.7154 -2.3056 -1.3474 -0.089 0.014 -0.282 0.00
H -0.6787 -1.4906 -4.3074 -0.012 -0.001 0.008 0.00
O 2.1834 2.2199 -0.0560 -0.145 -0.032 -0.191 0.00
O 2.6272 -0.3335 0.1178 0.070 0.002 -0.035 0.00
S -1.7304 1.9968 -0.9173 -0.067 -0.628 -0.031 0.00
H 1.3784 -1.5936 3.9325 0.021 -0.034 -0.008 0.00
C 2.4351 1.1317 2.4647 -0.089 0.046 -0.058 0.00
H 2.7998 -2.6538 -0.9985 0.025 -0.024 -0.013 0.00
O 4.3899 1.4734 0.6942 -0.023 0.079 0.020 0.00
O -2.1497 1.7747 0.4758 -0.376 0.372 -0.321 0.00
P 0.9288 0.1466 2.8582 -0.110 0.194 0.232 0.00
O 0.0692 0.2177 1.6248 0.502 -0.192 0.612 0.04
O 0.3614 0.4881 4.1811 0.065 0.014 -0.076 0.01
H 3.0580 3.1957 2.6021 -0.001 0.009 -0.006 0.00
C -0.2677 -1.9604 -2.2622 -0.044 -0.029 0.013 0.00
H 1.2397 2.0538 -0.3768 0.061 0.052 0.049 0.00
Cu -0.7695 -0.0567 -0.0388 -0.676 0.692 -0.155 0.72
H 1.3144 2.9709 2.3966 0.004 0.012 0.010 0.00
H 1.6524 -1.8710 -5.0475 0.003 0.004 -0.002 0.00
C 0.2402 -4.2032 0.4830 -0.193 -0.023 0.081 0.00
H -1.2920 -1.8034 -1.9465 0.012 0.008 0.006 0.00
H 3.3893 -2.4775 -3.3929 0.008 0.000 0.006 0.00
C 1.3841 -2.0047 -4.0075 0.009 -0.012 0.063 0.00
O -2.2493 0.8784 -1.7631 0.164 -0.016 0.409 0.06
H 2.0642 2.6089 3.9635 -0.022 -0.004 -0.004 0.00
C 2.0339 -2.4839 -1.7433 0.080 0.038 0.199 0.00
H 4.7518 1.2545 1.5676 -0.006 -0.055 -0.012 0.00
C 0.0779 -1.7971 -3.5983 0.053 -0.012 -0.038 0.00
H 1.2503 -4.5559 0.2809 0.008 -0.007 0.000 0.00
C 2.2049 2.5761 2.8840 0.056 -0.028 0.043 0.00
O -1.9041 3.3109 -1.4620 0.055 0.037 0.001 0.01
H 3.4585 -0.3318 3.2398 0.017 0.006 -0.013 0.00
S 0.2788 -2.4150 0.3828 0.222 -0.599 -0.190 0.00
P 2.8519 1.0161 0.6757 -0.016 -0.051 0.109 0.00
```
Forces are in eV/Å.

Its HOMO energy (spin up / spin down) is -0.227 / -0.225 Eh. As for the energy above the lowest of the compared OMol25 structures with the same formula, charge and spin: 24.9 kcal per mole. As for the net charge: -1. Its orbital gap (spin up / spin down) is 8.28 / 7.67 eV. The spin multiplicity is 2. As for the lowest unoccupied orbital energy (spin up / spin down): 2.094 / 1.549 eV.



# 2
C48H52As2N5O4Pr | ωB97M-V/def2-TZVPD

XYZ file:
```
112
Properties=species:S:1:pos:R:3:forces:R:3:lowdin_spin:R:1
H 5.8358 -0.4480 3.4741 0.492 -0.738 0.328 0.00
C -6.8760 -1.6051 2.7129 -0.705 1.538 1.111 0.00
H 7.1009 5.2644 2.8476 0.866 -0.763 0.517 0.00
H 1.4383 -0.4340 -5.9821 0.287 0.681 0.658 0.00
C -3.5698 -0.8624 -3.8201 0.314 0.048 -1.267 0.00
H -2.0743 -5.0189 -3.2796 -0.575 -0.706 0.857 0.00
H -6.8079 -3.5192 3.7196 0.677 0.530 -0.767 0.00
H -4.2572 -4.1362 0.0508 0.393 0.255 -0.714 0.00
H 0.3835 3.2546 5.3046 0.681 -0.599 1.586 0.00
H -4.1968 0.0198 1.2987 -0.466 0.076 -0.183 0.00
C 2.2449 -0.0518 -5.3163 -0.354 -0.864 -0.031 0.00
H -1.1080 -4.4472 5.0840 0.223 -0.278 0.145 0.00
C -4.2220 -2.0133 1.8993 -0.821 -0.696 0.070 0.00
H -5.5832 1.8938 -5.6961 0.173 -0.606 -0.130 0.00
H 8.3288 3.4859 4.4740 -0.215 -0.191 -0.459 0.00
H -1.1248 -1.4945 -5.4445 -0.049 0.546 -0.274 0.00
H -1.1932 1.9299 -2.1779 -0.191 -0.284 -0.137 0.00
C -4.7367 1.2296 -3.8887 0.511 1.052 0.999 0.00
H -1.9830 -2.6680 3.5496 0.239 -0.559 0.312 0.00
C -1.4073 -5.1640 1.3046 0.399 1.073 0.578 0.00
H -0.5264 2.5495 7.5190 0.531 -0.243 0.227 0.00
H 3.8828 -1.2294 -4.5393 0.865 0.266 0.049 0.00
C -3.4743 -3.6282 -0.5645 -0.207 -0.435 0.774 0.00
C -6.2673 -2.7939 3.0685 0.464 0.221 -0.258 0.00
H -2.6993 -4.3865 -0.7955 -0.516 0.427 0.039 0.00
C -3.9188 -1.0415 -5.1779 0.428 -0.372 0.491 0.00
H -4.4755 -3.8567 2.9984 0.541 -0.737 -0.276 0.00
As -2.4200 -2.1031 -2.8307 -0.454 0.876 0.417 0.00
C -0.8328 -5.3422 -4.9624 0.738 -1.420 0.135 0.00
C 7.5998 3.1845 3.7155 -1.021 0.871 -1.212 0.00
H 0.7956 1.6209 5.6833 0.766 0.197 0.213 0.00
C -3.9909 -2.9873 -1.8462 1.661 0.356 -0.666 0.00
H -1.1337 3.4734 -2.9951 0.000 0.040 0.368 0.00
H -0.4071 -7.0227 1.6607 -0.052 -0.316 0.107 0.00
C 1.7830 6.7015 -0.1975 0.126 -1.021 -0.297 0.00
H 3.2376 -1.5864 -2.5403 -0.631 -0.165 -0.007 0.00
C 1.0363 2.6412 6.0396 -0.941 0.692 -1.967 0.00
C -4.6170 -0.0711 -5.8875 -0.040 -0.078 0.304 0.00
H 3.0974 0.2313 -5.9291 -0.336 0.702 -0.154 0.00
C 2.4714 5.5033 0.0270 -0.757 -0.143 0.592 0.00
C -4.9488 -2.9756 2.6303 -0.125 0.097 0.265 0.00
H 2.5714 -2.1811 -5.0195 -0.533 -0.569 0.114 0.00
C 0.7933 4.3071 -1.1968 -0.067 1.472 -0.035 0.00
C -1.0664 -2.5584 -5.3644 0.218 -1.099 0.936 0.00
C -4.8343 -0.7645 1.7076 0.399 -0.389 -0.015 0.00
O 2.7090 1.8789 -3.9576 -0.961 -1.088 0.961 -0.01
C -1.7015 -3.1937 -4.2802 -0.272 -0.709 -0.083 0.00
H 2.2960 1.8131 7.9110 -0.143 -0.400 0.156 0.00
C -5.0390 1.0684 -5.2219 -0.309 0.721 -0.127 0.00
C 6.9952 4.1667 2.8292 -0.393 -0.364 0.464 0.00
H 2.5268 4.0183 5.9061 -0.056 0.717 0.360 0.00
C 4.0619 0.7340 0.8114 1.408 1.331 -0.554 0.00
C -1.6034 -4.5932 -4.1188 0.144 2.248 -0.260 0.00
C -1.6628 -3.6654 3.2169 -0.547 0.207 -1.692 0.00
H -4.8376 -0.1867 -6.9365 -0.006 -0.177 -0.111 0.00
H -7.8642 -1.4042 3.1903 0.670 -0.033 -0.933 0.00
As -2.5877 -2.4444 0.8326 -0.641 -0.064 -0.511 0.00
H -4.3319 -3.6824 -2.6200 -0.582 -0.026 0.538 0.00
C 0.6639 6.7077 -1.0461 0.243 -0.175 0.008 0.00
Pr 1.9819 1.2157 -1.7489 -0.353 -0.138 -0.427 2.03
C 1.9700 4.2644 -0.4308 0.608 2.862 -1.394 0.00
H 1.6068 -1.7687 -2.8624 0.417 0.071 -0.115 0.00
C -1.8844 -3.9470 1.8413 0.774 -0.366 0.725 0.00
H 4.7277 -1.2009 1.4479 -0.588 -0.301 0.072 0.00
H -6.5833 0.4553 1.9747 0.009 -0.626 0.097 0.00
N 1.3425 1.7601 8.3197 -0.048 0.820 -0.002 0.00
C -1.0501 2.9875 -2.0171 0.847 -0.676 -0.719 0.00
H -0.6573 5.4985 -2.2909 -0.241 0.076 -0.039 0.00
C 6.0907 1.5165 2.7585 -0.205 2.971 -0.723 0.00
H 7.4722 1.1546 4.3516 0.167 -0.214 -0.042 0.00
H 2.9422 2.7436 5.0866 -0.603 -0.416 0.519 0.00
C -1.1409 -4.6418 4.0219 -0.333 -0.734 -0.211 0.00
C -0.8036 -6.1330 2.1165 -0.750 0.693 0.308 0.00
H 3.3374 5.4496 0.6806 -0.066 0.302 -0.289 0.00
C 1.8094 1.0495 -4.3317 -1.501 0.043 -1.347 0.00
H 0.3871 -5.3068 -6.7770 -0.174 0.349 0.869 0.00
H -0.6078 -6.6682 4.2891 0.324 0.497 -1.400 0.00
C 4.4094 2.1925 0.9209 0.573 -1.241 -0.618 0.00
C 5.5567 0.2549 2.7292 -0.846 -1.360 -2.108 0.00
C -0.1483 -4.7230 -6.0012 -0.173 0.352 -1.238 0.00
O 0.3168 3.0751 -1.5085 -0.998 -0.930 -0.681 0.00
C 7.1245 1.8794 3.6312 0.213 1.245 0.803 0.00
C 0.5565 2.7536 7.4763 -0.979 0.400 -0.077 0.00
N 2.6999 3.0999 -0.3828 1.785 -1.635 1.312 -0.01
O 0.5941 1.0516 -3.8251 3.321 -0.207 -0.242 -0.01
C -3.9441 0.3238 -3.2062 -0.354 -0.864 0.564 0.00
O 3.3145 0.2206 -0.1104 -0.478 1.020 -0.136 -0.01
H 0.9178 0.8393 8.2809 0.275 -0.346 -0.360 0.00
H 0.6835 3.7482 7.9088 0.321 -0.151 -0.076 0.00
H 5.4519 4.6107 1.4061 0.566 -0.609 0.007 0.00
H 1.3943 1.9854 9.3214 -0.012 0.267 -0.339 0.00
H -4.9945 2.1516 -3.3515 -0.214 -0.365 -0.385 0.00
C -6.1516 -0.5465 2.1067 -0.158 -0.443 0.176 0.00
C 5.5453 2.5033 1.8582 -0.954 -0.658 -0.847 0.00
N 2.4389 -1.1987 -3.0537 0.369 -0.314 -0.245 0.00
H -3.5869 -1.9623 -5.6605 -0.235 0.314 -0.071 0.00
H 0.2240 -2.8892 -7.0822 -0.270 -0.099 0.389 0.00
C 5.9942 3.8102 1.9319 0.282 0.798 0.825 0.00
H -0.7255 -6.4235 -4.6919 -0.023 1.003 -0.791 0.00
H -1.3768 -5.3067 0.2400 -0.224 -0.169 -0.229 0.00
H -4.6453 -2.1168 -1.7031 -0.080 -0.543 -0.051 0.00
C -0.2887 -3.3308 -6.2184 0.212 -0.804 -0.165 0.00
H -3.7202 0.4255 -2.1377 -0.003 0.367 -0.343 0.00
C 0.1787 5.5128 -1.6194 1.235 -0.400 1.717 0.00
C 2.8188 -1.2641 -4.5196 -0.771 1.099 0.898 0.00
H 0.1767 7.6645 -1.2318 0.012 -0.351 -0.176 0.00
N 2.4496 3.0218 5.9457 0.219 -0.931 -0.192 0.00
C -0.8014 -5.9082 3.4833 0.106 0.068 2.018 0.00
C 4.8022 -0.1461 1.6381 -0.295 -0.149 1.399 0.00
H -1.7596 3.3214 -1.2871 -0.192 0.545 0.396 0.00
H 2.1691 7.5990 0.2745 -0.233 0.018 -0.231 0.00
N 3.9120 3.2254 0.1741 -1.771 -1.073 1.656 0.00
```
Forces are in eV/Å.

Its HOMO energy (spin up / spin down) is -0.405 / -0.405 Eh. As for the energy above the lowest of the compared OMol25 structures with the same formula, charge and spin: 53.2 kcal per mole. As for the net charge: +2. Its orbital gap (spin up / spin down) is 5.16 / 5.16 eV. The spin multiplicity is 3. As for the lowest unoccupied orbital energy (spin up / spin down): -5.867 / -5.861 eV.



# 3
C20H18N3O5 | ωB97M-V/def2-TZVPD

XYZ file:
```
46
Properties=species:S:1:pos:R:3:forces:R:3:mulliken_charge:R:1
H -1.0674 -0.7776 -6.3300 -0.174 -0.125 -0.087 0.32
H 6.4161 1.4349 1.4040 0.261 -0.086 -0.036 0.33
H -5.3309 -1.6642 2.8173 0.035 -0.062 -0.115 0.39
C 0.0176 -0.6576 -1.3938 -0.209 -0.027 -0.639 -0.01
O -0.1360 0.7635 -5.3420 0.190 -0.281 0.994 -0.47
C -0.8720 -1.6566 2.1715 2.367 -0.588 0.195 0.02
C -0.9791 -0.7683 -3.5896 0.119 0.432 -1.128 -0.39
H 0.9671 -1.3708 0.4432 0.138 0.048 0.130 0.55
O -3.4462 -0.8962 1.2012 0.996 -0.096 0.588 -0.34
H 4.2898 0.2988 0.8636 0.073 -0.259 -0.130 0.38
C 3.1077 3.2073 2.3101 2.019 -0.294 -0.139 0.33
H -3.3568 -4.0424 2.4157 0.018 0.075 0.076 0.36
H 1.4886 1.5206 -3.5215 0.182 0.185 -0.037 0.44
C 0.8330 0.7465 -3.1633 -0.372 0.203 -1.176 -0.70
H 1.5860 0.7681 -1.1706 0.215 0.137 0.146 0.51
H -1.0820 0.8039 -7.1365 0.108 0.018 0.145 0.24
C 3.0933 1.8944 1.6548 2.108 0.226 0.031 0.52
H -4.2955 -2.3358 4.0964 0.091 -0.098 -0.052 0.39
O 0.2545 -1.9467 2.5372 -2.012 -0.012 0.731 -0.64
C -0.1185 0.2338 -4.0569 0.219 0.096 0.298 0.95
C 5.4951 3.1618 2.2665 0.086 0.162 0.083 -0.41
C 0.0291 -1.0621 0.0082 -0.498 0.087 0.256 -0.19
H 6.4420 3.6257 2.4903 0.257 0.079 0.033 0.33
C 4.3000 1.2662 1.3372 -0.341 0.401 0.189 -0.56
C -1.1699 0.2966 -6.1749 0.023 0.059 -0.066 -0.81
C -0.9007 -1.2083 -2.2960 0.573 0.174 0.937 -0.79
N 1.7943 3.6194 2.5237 3.942 -2.533 -1.277 -0.75
C -3.4168 -3.2810 1.6399 0.222 0.224 -0.078 -1.44
H -2.1401 0.5332 -5.7360 -0.150 -0.118 -0.054 0.34
C 0.9006 0.3157 -1.8666 -0.195 -0.445 0.602 -0.32
C -2.3519 -0.5508 0.4581 0.304 1.105 -1.944 0.34
N 1.2944 2.5631 1.9927 -12.358 0.214 0.079 -0.52
C -4.3483 -1.6183 3.2813 0.513 0.350 -0.187 -1.71
C 4.3293 3.8206 2.6032 -0.359 -0.397 -0.182 -0.68
C -1.0472 -1.1127 0.8247 -0.394 -0.186 -0.072 0.56
O -2.4347 0.2068 -0.4920 -1.134 -0.747 1.519 -0.60
C 5.4805 1.9111 1.6477 0.119 -0.177 -0.092 -0.51
H -1.5712 -1.9711 -1.9374 -0.198 -0.132 -0.042 0.40
C -3.2544 -1.8844 2.2454 -0.661 -0.652 0.294 1.49
H 4.3432 4.7862 3.0812 0.052 0.227 0.116 0.38
H -4.2072 -0.6197 3.6884 0.006 0.063 0.040 0.41
H -1.7212 -1.1852 -4.2469 -0.149 -0.161 -0.072 0.34
N 1.7726 1.5016 1.4521 4.088 2.292 1.166 0.20
O -1.9865 -1.8345 2.9509 -0.173 0.557 -0.951 -0.34
H -2.6259 -3.4700 0.9174 0.095 -0.028 -0.103 0.30
H -4.3747 -3.3654 1.1302 -0.042 0.090 0.011 0.37
```
Forces are in eV/Å.

Its HOMO energy is -0.131 Eh. As for the energy above the lowest of the compared OMol25 structures with the same formula, charge and spin: 55.0 kcal per mole. As for the net charge: -1. Its orbital gap is 5.64 eV. The spin multiplicity is 1. As for the lowest unoccupied orbital energy: 2.081 eV.